[1]
Below is 2 unconnected molecules or ions with the total composition C7H14O, with properties calculated with ωB97M-V/def2-TZVPD.

XYZ file:
```
22
C7H14O | the Open Molecules 2025 dataset | ωB97M-V/def2-TZVPD
C -0.463 -2.358 -0.288
C 0.291 -1.275 -1.009
C 1.576 -1.395 -1.324
C -0.508 -0.058 -1.395
C -0.979 0.702 -0.187
C -0.574 1.923 0.147
C -1.012 2.628 1.397
H -1.374 -2.629 -0.837
H 0.160 -3.242 -0.165
H -0.792 -2.010 0.695
H 2.165 -2.261 -1.044
H 2.115 -0.615 -1.851
H -1.386 -0.361 -1.987
H 0.107 0.587 -2.025
H -1.685 0.201 0.469
H 0.150 2.426 -0.490
H -1.779 2.047 1.908
H -1.434 3.610 1.176
H -0.162 2.770 2.071
H 1.259 0.119 1.219
H 2.460 -0.734 1.573
O 1.865 -0.073 1.949
```

Output
- multiplicity = 2
- net charge = -1
- HOMO-LUMO gap (alpha / beta) (eV) = 2.5647 / 9.4371
- LUMO level (alpha / beta) (eV) = 3.769 / 3.596
- expectation value of S² = 0.75
- E (Eh) = -350.2738
- molecular weight (g/mol) = 114.19
- E_HOMO (alpha / beta) (eV) = 1.2 / -5.8

Atomic partial charges in e from the natural (NBO) method, atoms 1 to 2: atom 1 (C): -0.797, atom 2 (C): -0.092

=====

[2]
Below is a molecular structure, C11H22BeN6O5 in a non-equilibrium geometry, with properties calculated with ωB97M-V/def2-TZVPD.

XYZ file:
```
45
C11H22BeN6O5 | the Open Molecules 2025 dataset | ωB97M-V/def2-TZVPD
O 2.952 1.748 -1.771
H 3.659 2.098 -2.336
Be 0.190 0.517 -0.596
N -1.394 -0.082 -0.822
N 0.622 -0.177 -2.068
O -2.460 0.191 -0.081
O 1.837 -0.308 -2.718
C -1.563 -0.872 -1.909
C -0.359 -0.918 -2.629
C -2.851 -1.493 -2.337
C -0.135 -1.597 -3.917
H -3.721 -1.141 -1.770
H -2.820 -2.590 -2.264
H -3.037 -1.275 -3.399
H 0.887 -1.975 -3.965
H -0.269 -0.874 -4.734
H -0.843 -2.419 -4.072
H -2.012 -0.057 1.279
H 2.401 0.470 -2.357
O -0.055 -2.478 1.008
H -0.916 -2.928 0.946
H 0.583 -3.187 0.810
C 1.938 2.796 -1.587
H 1.906 3.058 -0.522
H 0.952 2.492 -1.954
H 2.268 3.673 -2.172
O -0.780 2.524 -0.201
H -1.663 2.084 -0.076
H -0.491 2.806 0.686
N 1.918 0.273 2.892
C 2.995 0.392 2.034
C 2.479 0.416 0.779
N 1.089 0.404 0.848
C 0.766 0.252 2.166
C -0.490 -0.011 2.844
N -1.727 -0.158 2.330
C -2.615 -0.472 3.340
C -1.917 -0.521 4.506
N -0.600 -0.235 4.174
H 2.011 0.224 3.911
H 4.017 0.447 2.362
H 2.985 0.464 -0.174
H -3.659 -0.641 3.147
H -2.232 -0.728 5.514
H 0.157 -0.191 4.855
```

Output
- net charge = 0
- HOMO-LUMO gap (alpha / beta) (eV) = 5.1972 / 5.1406
- LUMO level (alpha / beta) (eV) = 0.362 / 0.386
- E (Eh) = -1151.7664
- molecular weight (g/mol) = 327.35
- E_HOMO (alpha / beta) (eV) = -4.8 / -4.8

Atomic partial charges in e from the natural (NBO) method, atoms 1 to 2: atom 1 (O): -0.750, atom 2 (H): 0.496

=====

[3]
Below is 2 unconnected molecules or ions with the total composition C4H12NO3 in a non-equilibrium geometry, with properties calculated with ωB97M-V/def2-TZVPD.

XYZ file:
```
20
C4H12NO3 | the Open Molecules 2025 dataset | ωB97M-V/def2-TZVPD
C 0.948 -0.233 1.346
O 2.240 -0.052 0.785
C -0.031 -0.819 0.331
C -0.507 0.306 -0.662
C -1.758 1.058 0.006
O 0.391 1.271 -0.828
N -1.080 -1.530 1.091
H 0.515 0.648 1.802
H 1.145 -0.990 2.091
H 0.386 -1.640 -0.249
H -0.931 -0.054 -1.602
H -1.901 2.013 -0.475
H -2.626 0.420 -0.125
H -1.497 1.114 1.050
H 2.145 0.591 0.068
H -1.827 -1.745 0.433
H -1.504 -0.884 1.753
H 2.664 -0.151 -2.114
H 1.310 0.551 -2.037
O 1.919 0.126 -2.666
```

Output
- multiplicity = 2
- net charge = 0
- HOMO-LUMO gap (alpha / beta) (eV) = 10.7055 / 7.3072
- LUMO level (alpha / beta) (eV) = 0.695 / -2.604
- expectation value of S² = 0.76
- E (Eh) = -439.9801
- molecular weight (g/mol) = 122.14
- E_HOMO (alpha / beta) (eV) = -10.0 / -9.9

Atomic partial charges in e from the natural (NBO) method, atoms 1 to 2: atom 1 (C): -0.079, atom 2 (O): -0.711

=====

[4]
Below is 2 unconnected molecules or ions with the total composition C4H12 in a non-equilibrium geometry, with properties calculated with ωB97M-V/def2-TZVPD.

XYZ file:
```
16
C4H12 | the Open Molecules 2025 dataset | ωB97M-V/def2-TZVPD
C 1.414 -1.766 -0.264
C 1.937 -1.335 1.048
H 1.357 -2.893 -0.305
H 0.360 -1.508 -0.451
H 1.988 -1.440 -1.122
H 2.039 -2.060 1.875
H 2.880 -0.788 0.987
H 1.192 -0.656 1.517
C -1.366 1.644 -1.042
C -1.943 1.370 0.344
H -0.463 2.276 -1.022
H -0.968 0.738 -1.539
H -1.854 2.264 -1.811
H -2.136 0.318 0.513
H -2.993 1.788 0.260
H -1.444 2.045 1.014
```

Output
- multiplicity = 2
- net charge = +1
- HOMO-LUMO gap (alpha / beta) (eV) = 14.0008 / 3.0305
- LUMO level (alpha / beta) (eV) = -2.856 / -11.530
- expectation value of S² = 0.75
- E (Eh) = -159.1330
- molecular weight (g/mol) = 60.14
- E_HOMO (alpha / beta) (eV) = -16.9 / -14.6

Atomic partial charges in e from the natural (NBO) method, atoms 1 to 2: atom 1 (C): -0.589, atom 2 (C): -0.586

=====

[5]
Below is a single C4H4BrNOS molecule in a non-equilibrium geometry, with properties calculated with ωB97M-V/def2-TZVPD.

XYZ file:
```
12
C4H4BrNOS | the Open Molecules 2025 dataset | ωB97M-V/def2-TZVPD
Br -0.088 -2.150 -3.299
C -0.411 -0.889 -1.887
O 0.615 0.329 -1.825
N 1.076 -0.132 -0.516
C 0.838 0.754 0.582
C -0.294 0.562 1.288
S -1.169 -0.891 0.812
C 0.131 -1.217 -0.550
H -1.320 -0.412 -1.860
H 1.511 1.491 0.728
H -0.737 1.068 2.076
H 0.436 -2.171 -0.291
```

Output
- net charge = 0
- HOMO-LUMO gap (eV) = 9.0968
- LUMO level (eV) = 0.621
- E (Eh) = -3256.8728
- molecular weight (g/mol) = 194.05
- E_HOMO (eV) = -8.5
- structure (SMILES) = Br[C@@H]1ON2C=CS[C@@H]12

Atomic partial charges in e from the natural (NBO) method, atoms 1 to 2: atom 1 (Br): 0.060, atom 2 (C): 0.009

=====

[6]
Below is 2 unconnected molecules or ions with the total composition C5H16N2O in a non-equilibrium geometry, with properties calculated with ωB97M-V/def2-TZVPD.

XYZ file:
```
24
C5H16N2O | the Open Molecules 2025 dataset | ωB97M-V/def2-TZVPD
C 1.337 1.908 -0.907
C 1.313 0.413 -1.015
C -0.130 -0.187 -0.952
C -0.367 -1.158 0.221
C 0.034 -2.429 0.418
N -1.216 -0.504 1.293
N 1.978 0.040 -2.425
H 2.314 2.315 -0.713
H 0.600 2.418 -0.308
H 1.044 2.442 -1.846
H 1.930 -0.162 -0.322
H -0.503 -0.707 -1.770
H -0.884 0.575 -0.999
H -0.134 -2.990 1.320
H 0.671 -2.940 -0.263
H -0.963 0.571 1.348
H -2.178 -0.598 0.975
H -1.007 -0.909 2.252
H 2.667 0.861 -2.585
H 2.431 -0.801 -2.378
H 1.318 -0.091 -3.176
H -3.235 1.483 2.447
H -2.708 1.088 3.848
O -2.478 1.177 2.938
```

Output
- net charge = +2
- HOMO-LUMO gap (eV) = 11.8399
- LUMO level (eV) = -6.523
- E (Eh) = -384.1979
- molecular weight (g/mol) = 120.20
- E_HOMO (eV) = -18.4

Atomic partial charges in e from the natural (NBO) method, atoms 1 to 2: atom 1 (C): -0.696, atom 2 (C): -0.006

=====

[7]
Below is 2 unconnected molecules or ions with the total composition C2H4N2 in a non-equilibrium geometry, with properties calculated with ωB97M-V/def2-TZVPD.

XYZ file:
```
8
C2H4N2 | the Open Molecules 2025 dataset | ωB97M-V/def2-TZVPD
C -1.252 -0.113 0.036
C 0.072 0.101 0.419
N -2.389 -0.153 -0.300
N 1.005 0.809 -0.288
H 0.436 -0.221 1.487
H -0.481 -2.370 -0.383
H 0.695 1.192 -1.134
H 1.913 0.754 0.162
```

Output
- net charge = 0
- HOMO-LUMO gap (alpha / beta) (eV) = 9.9323 / 7.2984
- LUMO level (alpha / beta) (eV) = -0.108 / -0.291
- E (Eh) = -187.9446
- molecular weight (g/mol) = 56.07
- E_HOMO (alpha / beta) (eV) = -10.0 / -7.6

Atomic partial charges in e from the natural (NBO) method, atoms 1 to 2: atom 1 (C): 0.148, atom 2 (C): -0.107

=====

[8]
Below is a molecular structure, C30H24BrMoN7OS in a non-equilibrium geometry, with properties calculated with ωB97M-V/def2-TZVPD.

XYZ file:
```
65
C30H24BrMoN7OS | the Open Molecules 2025 dataset | ωB97M-V/def2-TZVPD
Mo 0.113 -0.197 0.772
C 0.828 -3.298 3.707
C 0.592 -2.478 2.483
N 0.085 -1.252 2.530
N -0.554 -0.836 3.671
C -1.593 -0.108 3.339
N -2.340 0.414 4.356
S -2.113 0.217 1.703
C 0.708 -2.971 1.150
C 1.137 -4.269 0.805
C 1.003 -4.722 -0.476
C 0.431 -3.874 -1.452
C 0.053 -2.614 -1.102
N 0.192 -2.130 0.172
H 0.164 -2.961 4.498
H 1.857 -3.178 4.059
H 0.654 -4.357 3.520
H -2.198 0.030 5.275
H -3.259 0.744 4.126
H 1.578 -4.893 1.573
H 1.324 -5.722 -0.741
H 0.286 -4.210 -2.471
H -0.360 -1.911 -1.811
Br -3.213 5.141 -3.419
C -2.280 3.653 -2.696
C -2.150 2.502 -3.443
C -1.489 1.429 -2.864
C -0.944 1.482 -1.589
O -0.410 0.336 -1.098
C -1.038 2.696 -0.858
C 0.604 1.933 0.745
N 0.744 1.446 2.008
C 2.084 1.264 2.425
C 2.636 1.955 3.464
C 4.001 1.776 3.798
C 4.799 0.925 3.090
C 4.253 0.188 2.009
C 4.988 -0.714 1.210
C 4.366 -1.365 0.189
C 2.988 -1.166 -0.026
N 2.264 -0.349 0.705
C 2.893 0.353 1.705
C -1.743 3.759 -1.428
H -2.569 2.430 -4.436
H -1.403 0.488 -3.397
H 1.489 2.132 0.143
H 2.011 2.647 4.015
H 4.421 2.339 4.625
H 5.846 0.801 3.341
H 6.040 -0.880 1.415
H 4.901 -2.057 -0.448
H 2.476 -1.693 -0.820
H -1.890 4.672 -0.871
N -0.499 2.786 0.436
C -0.682 3.924 1.279
C -1.322 3.774 2.501
C -1.446 4.863 3.356
C -0.938 6.105 2.996
C -0.284 6.251 1.778
C -0.147 5.161 0.930
H -1.713 2.800 2.775
H -1.947 4.735 4.308
H -1.049 6.955 3.659
H 0.129 7.212 1.492
H 0.384 5.267 -0.010
```

Output
- net charge = 0
- HOMO-LUMO gap (alpha / beta) (eV) = 5.8165 / 5.8189
- LUMO level (alpha / beta) (eV) = -0.716 / -0.872
- E (Eh) = -4656.5961
- molecular weight (g/mol) = 706.48
- E_HOMO (alpha / beta) (eV) = -6.5 / -6.7

Atomic partial charges in e from the natural (NBO) method, atoms 1 to 2: atom 1 (Mo): 1.051, atom 2 (C): -0.665